{
  "formula": "C5H37NO15",
  "method": "ωB97M-V/def2-TZVPD",
  "gap_ev": 8.8,
  "multiplicity": 1,
  "e_homo_ha": -0.3201,
  "e_above_lowest_ev": 7.513,
  "symbols": ["H", "H", "H", "H", "H", "O", "C", "O", "H", "H", "C", "N", "H", "H", "O", "H", "H", "H", "O", "O", "C", "H", "O", "H", "H", "H", "H", "H", "H", "C", "O", "H", "H", "O", "H", "O", "C", "H", "H", "H", "O", "O", "H", "H", "O", "H", "H", "H", "H", "H", "H", "O", "H", "H", "O", "H", "O", "H"],
  "xyz": [[2.2085, -3.5969, -0.2634], [-0.4182, 0.5224, 0.7788], [-2.3306, 2.1310, 2.6416], [-0.7775, 0.6409, -2.6668], [0.8097, -3.5942, 1.5274], [-2.2967, -3.8178, -0.1036], [1.2763, 0.0178, -2.0423], [-0.5072, -2.5302, 2.0804], [-0.8267, 0.1918, -1.0000], [0.5764, -0.6788, -4.6348], [2.2377, 0.3890, 0.1322], [-2.2064, -1.5565, -1.6678], [-1.9967, 3.2713, 0.8766], [-1.6191, -3.8123, 0.5817], [0.3529, 4.0712, 2.1330], [-0.7071, -1.7625, 1.4177], [1.6437, -4.8769, 1.1026], [-0.6250, 4.0958, 2.2451], [1.2248, -4.0941, 0.9412], [-4.0880, -1.9986, 1.8208], [-0.6984, -1.5615, -2.1505], [-0.5595, -2.0282, -3.1087], [-2.5030, 3.7892, 0.2695], [-2.3705, -2.1797, -0.8142], [1.9657, 3.9138, -1.9999], [1.9092, 3.6773, -3.6224], [-4.2497, -2.7877, 1.3438], [3.0819, 3.3871, 1.5772], [3.0651, -0.9253, -1.4839], [2.1332, -0.5892, -0.9467], [1.3922, 0.8293, 0.8580], [1.4547, -1.3977, -0.5391], [-2.1033, -4.5855, -0.5080], [0.6211, 0.2907, -4.6361], [-0.4264, -2.1777, 2.9449], [3.1669, -3.4605, -0.5250], [-0.3760, -0.1088, -1.9855], [-0.8775, 1.6359, 2.3062], [2.0507, 3.3802, 2.6223], [-2.7461, -1.8784, -2.4753], [3.5587, 0.6425, 0.3493], [-1.4464, 2.3997, 2.2726], [1.5322, -0.3217, -3.0834], [0.6456, 3.9820, 1.2504], [-1.0353, -0.2236, 1.0441], [-0.1208, 0.7651, -5.1326], [-4.3883, 0.9556, 1.6152], [3.4710, -3.4023, 0.3424], [3.9814, 1.0970, 1.0662], [0.0495, -2.0780, -1.4815], [-3.1073, -2.0023, 1.9262], [2.9416, 3.2771, 2.4698], [-1.7295, 4.1766, -0.3722], [1.4951, 1.0761, -2.1201], [-3.5569, 0.7694, 1.1445], [-3.5923, 0.0555, 0.5454], [1.6136, 3.4386, -2.7505], [-1.8677, 0.0786, 1.2812]],
  "nbo_charge": [0.482, 0.527, 0.497, 0.218, 0.505, -0.941, -0.419, -1.037, 0.220, 0.483, 0.839, -0.901, 0.477, 0.491, -0.981, 0.524, 0.489, 0.515, -0.970, -0.949, -0.239, 0.175, -0.955, 0.397, 0.480, 0.489, 0.478, 0.447, 0.274, -0.538, -0.644, 0.232, 0.470, -0.966, 0.485, -0.971, -0.398, 0.498, 0.489, 0.351, -0.731, -0.969, 0.218, 0.467, -1.004, 0.492, 0.498, 0.449, 0.516, 0.177, 0.472, -0.944, 0.455, 0.226, -0.985, 0.505, -0.965, 0.495]
}